1.
12
Properties=species:S:1:pos:R:3:mulliken_charge:R:1 method="wB97M-V/def2-TZVPD" homo_energy_ev=-9.56 de_lowest_ev=0.000 fmax_ha_per_bohr=0.048 spin_multiplicity=1 smiles="CP1(=O)OC=CO1"
C 0.178 1.914 0.010 -1.01
P -0.817 0.373 -0.053 0.99
O -2.248 0.664 -0.145 -0.64
O -0.373 -0.575 1.242 -0.37
C 0.359 -1.741 0.699 -0.15
C 0.493 -1.661 -0.594 -0.15
O -0.178 -0.625 -1.194 -0.37
H -0.603 2.615 -0.146 0.28
H 0.699 2.060 0.893 0.38
H 0.913 2.014 -0.782 0.35
H 0.560 -2.653 1.253 0.32
H 1.017 -2.385 -1.185 0.35

***

2.
56
Properties=species:S:1:pos:R:3:mulliken_charge:R:1 method="wB97M-V/def2-TZVPD" homo_energy_ev=-7.82 de_lowest_ev=2.761 fmax_ha_per_bohr=0.026 spin_multiplicity=1 smiles="COc1cc2c(cc1OC)[C@H](COc1ccccc1OC)N(C(=O)c1ccco1)CC2"
C -3.245 -4.013 -0.164 -0.88
O -3.176 -2.867 0.646 -0.47
C -2.097 -2.042 0.509 0.80
C -1.093 -2.199 -0.429 -0.34
C -0.058 -1.278 -0.514 0.06
C -0.008 -0.212 0.364 -0.97
C -0.991 -0.063 1.337 -0.07
C -2.044 -0.956 1.411 0.59
O -3.072 -0.883 2.302 -0.48
C -3.095 0.197 3.202 -0.78
C 1.092 0.795 0.193 0.25
C 0.778 1.800 -0.967 -1.44
O -0.476 1.594 -1.568 -0.42
C -1.607 1.903 -0.863 0.83
C -1.696 2.883 0.110 -0.64
C -2.905 3.142 0.741 -0.75
C -4.029 2.418 0.404 -0.74
C -3.956 1.429 -0.567 -0.39
C -2.758 1.162 -1.207 0.80
O -2.575 0.206 -2.160 -0.33
C -3.658 -0.635 -2.467 -1.01
N 2.367 0.136 -0.062 0.08
C 3.471 0.787 0.379 0.37
O 3.394 1.894 0.898 -0.72
C 4.793 0.153 0.251 0.28
C 5.998 0.763 0.503 -0.42
C 6.992 -0.217 0.305 -0.51
C 6.326 -1.354 -0.045 -0.47
O 5.004 -1.144 -0.082 -0.25
C 2.384 -1.114 -0.798 -0.66
C 1.054 -1.374 -1.509 -1.41
H -4.155 -4.530 0.136 0.25
H -3.310 -3.756 -1.228 0.30
H -2.386 -4.672 -0.004 0.33
H -1.112 -3.024 -1.123 0.46
H -0.932 0.773 2.016 0.48
H -3.137 1.156 2.674 0.20
H -2.226 0.184 3.869 0.34
H -4.001 0.066 3.791 0.25
H 1.224 1.369 1.116 0.93
H 0.897 2.826 -0.605 0.23
H 1.500 1.652 -1.774 0.63
H -0.824 3.451 0.393 0.32
H -2.955 3.911 1.497 0.39
H -4.971 2.610 0.896 0.40
H -4.843 0.864 -0.805 0.41
H -4.016 -1.168 -1.580 0.39
H -4.488 -0.079 -2.916 0.39
H -3.275 -1.351 -3.194 0.26
H 6.129 1.785 0.792 0.55
H 8.050 -0.096 0.410 0.46
H 6.671 -2.341 -0.284 0.46
H 2.580 -1.941 -0.104 0.25
H 3.192 -1.089 -1.534 0.59
H 0.894 -0.632 -2.294 0.29
H 1.087 -2.360 -1.974 0.54

***

3.
18
Properties=species:S:1:pos:R:3:mulliken_charge:R:1 method="wB97M-V/def2-TZVPD" homo_energy_ev=-13.40 de_lowest_ev=0.846 charge=+1 fmax_ha_per_bohr=0.014 spin_multiplicity=1
C 2.914 0.639 -1.009 -1.19
C 1.720 1.054 -0.218 -0.16
C 0.491 0.678 -0.480 0.05
N -0.637 1.159 0.346 -0.12
H 2.627 0.119 -1.921 0.33
H 3.478 1.529 -1.285 0.34
H 3.571 0.021 -0.403 0.31
H 1.903 1.622 0.690 0.24
H 0.191 0.086 -1.335 0.34
H -0.281 1.780 1.074 0.35
H -1.329 1.640 -0.233 0.39
H -1.114 0.348 0.807 -0.04
C -2.575 -1.738 0.272 -0.71
S -1.988 -1.360 1.971 -0.24
H -3.311 -2.532 0.327 0.32
H -3.043 -0.864 -0.174 0.29
H -1.738 -2.075 -0.336 0.29
H -0.881 -2.106 1.909 0.20